#i
The following is a DFT calculation (ωB97M-V/def2-TZVPD) of 2 unconnected molecules or ions with the total composition C6H9N2O2.

Positions of all 19 atoms, in Å:
O  0.764  -2.111  1.652
O  -0.908  -3.380  2.543
N  1.438  -0.319  -0.077
N  0.804  1.939  -0.260
C  1.323  1.104  0.505
C  0.728  -0.132  -1.247
C  -0.449  -2.372  1.994
C  -0.382  1.963  -2.511
C  -1.392  -1.103  1.719
C  0.533  1.250  -1.513
H  -2.409  -1.408  1.430
H  0.626  -0.956  -1.864
H  1.972  1.144  1.522
H  -1.000  -0.479  1.034
H  -0.961  1.277  -2.983
H  -1.019  2.719  -2.049
H  -1.447  -0.526  2.623
H  0.420  2.548  -3.101
H  1.358  -1.159  0.582

Its LUMO energy is 3.648 eV. The charge is -1.


#ii
The following is a DFT calculation (ωB97M-V/def2-TZVPD) of 2 unconnected molecules or ions with the total composition C6H9N2O2.

Positions of all 19 atoms, in Å:
O  0.230  1.731  -1.476
O  1.713  0.116  -1.955
N  0.155  -0.863  0.243
N  -0.136  -2.005  2.103
C  -1.092  -1.044  2.010
C  -0.926  -0.307  0.869
C  1.694  2.038  -3.322
C  -2.177  -0.890  3.023
C  1.162  1.238  -2.143
C  0.605  -1.857  1.017
H  1.103  1.862  -4.223
H  1.582  3.113  -3.152
H  -1.817  -1.176  4.011
H  -3.009  -1.563  2.801
H  0.630  -0.443  -0.579
H  2.725  1.773  -3.536
H  -1.311  0.631  0.510
H  -2.571  0.125  3.064
H  1.441  -2.478  0.734

Its LUMO energy is 3.856 eV. The charge is -1.


Result of the stability comparison: #i is the least stable of them.


#i
The following is a DFT calculation (ωB97M-V/def2-TZVPD) of 2 unconnected molecules or ions with the total composition C4H9NO.

Positions of all 15 atoms, in Å:
O  2.928  0.316  -0.300
N  0.428  -1.903  1.292
C  -1.550  1.637  -1.299
C  -0.575  -1.081  1.052
C  -0.507  -0.076  0.090
C  -1.579  0.750  -0.272
H  3.500  0.997  0.068
H  2.501  0.746  -1.061
H  1.279  -1.798  0.744
H  -0.701  1.700  -1.973
H  -2.447  0.662  0.383
H  -1.487  -1.287  1.602
H  -2.430  2.237  -1.470
H  0.436  -0.047  -0.421
H  0.204  -2.854  1.565

The spin multiplicity is 2. Its LUMO energy (alpha / beta) is -4.146 / -6.809 eV. The charge is +1.


#ii
The following is a DFT calculation (ωB97M-V/def2-TZVPD) of 2 unconnected molecules or ions with the total composition C4H9NO.

Positions of all 15 atoms, in Å:
O  1.126  0.296  1.806
N  -1.034  -1.285  -0.886
C  1.259  1.909  0.001
C  -0.966  -0.795  -2.010
C  -1.723  -0.972  0.366
C  1.400  0.569  0.672
H  2.236  2.384  -0.034
H  -1.617  0.014  -2.344
H  -1.025  -0.787  1.183
H  1.957  -0.155  0.030
H  0.789  2.568  0.739
H  -2.143  0.005  0.095
H  -2.516  -1.701  0.482
H  0.707  1.910  -0.935
H  -0.216  -1.113  -2.736

The spin multiplicity is 2. Its LUMO energy (alpha / beta) is -5.402 / -8.595 eV. The charge is +1.


Result of the stability comparison: #ii is the least stable of them.


#i
The following is a DFT calculation (ωB97M-V/def2-TZVPD) of a single C5H15N3 molecule.

Positions of all 23 atoms, in Å:
N  -1.737  0.161  0.411
N  1.359  -1.904  0.843
N  1.256  1.797  -1.526
C  1.032  -0.530  -1.090
C  -2.832  0.677  1.214
C  -0.334  -0.040  0.974
C  1.964  0.614  -0.835
C  0.346  -1.201  0.162
H  1.923  -2.641  0.338
H  2.156  0.774  0.215
H  1.616  -1.269  -1.672
H  2.920  0.457  -1.304
H  0.998  1.756  -2.497
H  -3.097  0.032  1.960
H  0.181  0.003  -1.593
H  -3.765  0.886  0.510
H  -0.408  -1.878  -0.448
H  -2.876  1.726  1.655
H  0.247  0.935  0.602
H  0.194  1.808  -1.109
H  -0.504  -0.172  2.090
H  1.000  -2.598  1.488
H  -1.639  0.605  -0.390

Its LUMO energy is 0.974 eV. The structure (SMILES) is CNC[C@H](N)CCN.


#ii
The following is a DFT calculation (ωB97M-V/def2-TZVPD) of a molecular structure, C5H15N3.

Positions of all 23 atoms, in Å:
N  3.317  0.345  -1.634
N  0.620  -0.594  0.655
N  -1.940  -1.082  0.041
C  -0.256  0.466  1.039
C  -2.677  -1.271  -1.206
C  1.882  -0.360  0.355
C  -1.650  0.350  0.289
C  0.303  1.895  1.080
H  -0.994  -1.426  -0.102
H  -3.045  -2.309  -1.163
H  1.211  1.970  1.677
H  -3.628  -0.738  -1.168
H  2.113  0.666  0.657
H  -0.460  2.615  1.371
H  2.440  -0.121  -0.785
H  -2.188  -1.233  -2.182
H  -2.407  0.640  1.021
H  4.326  0.270  -1.514
H  -0.519  0.340  2.098
H  0.638  2.226  0.088
H  2.520  -1.034  0.927
H  -1.560  1.086  -0.518
H  3.061  -0.294  -2.384

Its LUMO energy is -0.925 eV.


Result of the stability comparison: #ii is the least stable of them.


#i
The following is a DFT calculation (ωB97M-V/def2-TZVPD) of a molecular structure, C5H15N3.

Positions of all 23 atoms, in Å:
N  -0.109  -0.094  -0.307
N  -3.039  1.338  0.753
N  3.551  0.317  0.720
C  -1.249  -0.620  0.387
C  -0.193  -0.334  -1.683
C  1.146  -0.375  0.268
C  2.241  0.715  0.170
C  -2.761  -0.020  0.238
H  -1.420  -1.741  0.369
H  4.351  0.720  0.211
H  1.003  -0.450  1.384
H  -2.885  -0.281  -0.809
H  1.962  1.414  0.939
H  -1.035  -1.114  -1.936
H  -3.290  -0.761  0.837
H  0.577  -0.775  -2.256
H  1.537  -1.405  -0.052
H  -2.053  1.070  -0.098
H  2.249  1.404  -0.722
H  3.581  -0.709  0.632
H  -0.504  0.504  -2.266
H  -0.923  -0.418  1.491
H  -2.737  1.617  1.730

Its LUMO energy is 0.900 eV.


#ii
The following is a DFT calculation (ωB97M-V/def2-TZVPD) of a single C5H15N3 molecule.

Positions of all 23 atoms, in Å:
N  1.410  0.350  -1.052
N  2.348  1.901  -2.682
N  -2.629  -1.025  2.300
C  0.162  -1.296  0.498
C  0.319  -0.576  -0.810
C  1.125  1.184  -2.294
C  -0.291  -0.579  1.776
C  -1.691  -0.013  1.834
H  -0.614  -0.157  -1.019
H  3.113  1.645  -2.123
H  -2.469  -1.947  2.065
H  1.587  0.895  -0.189
H  0.020  -1.261  2.525
H  0.870  0.567  -3.145
H  -3.566  -0.744  2.318
H  0.282  1.874  -2.174
H  2.289  2.844  -2.569
H  0.448  0.332  2.061
H  1.181  -1.718  0.802
H  -0.551  -2.168  0.332
H  -1.691  0.961  2.438
H  0.302  -1.268  -1.725
H  -1.952  0.200  0.832

Its LUMO energy is 1.028 eV. The structure (SMILES) is NCCCCNCN.


Result of the stability comparison: #i is the least stable of them.


#i
The following is a DFT calculation (ωB97M-V/def2-TZVPD) of 2 unconnected molecules or ions with the total composition C5H15N3.

Positions of all 23 atoms, in Å:
N  -0.537  -1.141  1.563
N  -2.101  1.006  -0.753
N  0.957  1.288  -2.867
C  -0.072  1.677  -1.909
C  1.457  -0.296  2.725
C  0.908  -0.907  1.441
C  -0.906  -2.338  1.390
C  -1.133  0.596  -1.752
H  1.380  0.424  -2.572
H  1.041  -0.202  0.616
H  1.671  1.992  -2.928
H  -0.567  2.578  -2.273
H  -1.634  0.419  -2.705
H  -1.653  0.984  0.156
H  2.506  -0.051  2.519
H  -2.793  0.281  -0.626
H  1.478  -1.812  1.208
H  -1.947  -2.628  1.493
H  0.973  0.647  2.968
H  -0.604  -0.342  -1.496
H  -0.187  -3.124  1.139
H  1.424  -0.965  3.581
H  0.338  1.914  -0.918

Its LUMO energy is 0.918 eV. The structure (SMILES) is C=NCC.NCCN.


#ii
The following is a DFT calculation (ωB97M-V/def2-TZVPD) of a single C5H15N3 molecule.

Positions of all 23 atoms, in Å:
N  0.863  -1.565  -1.100
N  0.238  -0.032  2.137
N  -1.464  2.441  0.871
C  0.710  1.419  0.039
C  -0.604  2.169  -0.311
C  0.692  0.086  0.705
C  0.337  -2.826  -1.622
C  0.010  -1.138  0.023
H  1.175  1.370  -0.933
H  0.312  -3.566  -0.861
H  0.890  0.529  2.674
H  0.926  -3.143  -2.502
H  -0.093  -1.931  0.812
H  -0.755  -2.765  -1.936
H  1.091  2.073  0.854
H  -1.221  1.722  -1.121
H  -1.072  -1.140  -0.181
H  -2.413  2.339  0.582
H  -1.289  1.774  1.594
H  -0.489  3.139  -0.833
H  -0.681  0.269  2.377
H  1.857  -0.265  0.605
H  0.979  -0.957  -1.872

Its LUMO energy is 0.984 eV. The structure (SMILES) is CNC[C@H](N)CCN.


Result of the stability comparison: #ii is the least stable of them.


#i
The following is a DFT calculation (ωB97M-V/def2-TZVPD) of 2 unconnected molecules or ions with the total composition C5H15N3.

Positions of all 23 atoms, in Å:
N  -1.589  -1.331  0.477
N  -1.340  0.197  2.259
N  1.029  0.778  -0.952
C  -2.049  -0.477  1.302
C  2.424  0.770  -0.537
C  0.830  -0.153  -2.063
C  -0.541  -2.234  0.977
C  0.549  2.116  -1.272
H  -0.338  0.234  2.196
H  -0.961  -3.017  1.607
H  -0.056  -2.687  0.115
H  -3.086  -0.148  1.211
H  -0.242  -0.186  -2.258
H  -1.762  0.929  2.794
H  1.259  -1.106  -1.765
H  -0.515  2.029  -1.491
H  3.087  0.748  -1.419
H  1.295  0.249  -2.979
H  1.135  2.599  -2.068
H  2.638  -0.120  0.059
H  2.673  1.647  0.059
H  0.244  -1.713  1.540
H  0.639  2.714  -0.363

Its LUMO energy is 0.898 eV. The structure (SMILES) is C/N=C\N.CN(C)C.


#ii
The following is a DFT calculation (ωB97M-V/def2-TZVPD) of a single C5H15N3 molecule.

Positions of all 23 atoms, in Å:
N  2.107  -2.038  -1.174
N  -2.471  0.277  -1.152
N  0.708  0.326  1.406
C  2.178  -0.934  -0.217
C  -1.377  1.281  -1.034
C  1.045  -1.009  0.893
C  -0.721  0.622  1.463
C  -1.217  1.660  0.441
H  -2.288  -0.445  -0.469
H  1.179  -2.415  -1.253
H  3.184  -0.783  0.156
H  -2.507  -0.172  -2.062
H  -1.293  -0.281  1.230
H  1.133  1.046  0.833
H  0.174  -1.375  0.355
H  -0.439  0.867  -1.437
H  -0.569  2.545  0.408
H  1.899  0.023  -0.708
H  -2.222  1.992  0.718
H  -1.681  2.124  -1.654
H  1.593  -1.617  1.623
H  -1.075  1.087  2.387
H  2.660  -2.782  -0.753

Its LUMO energy is 0.988 eV. The structure (SMILES) is NCCCNCCN.


Result of the stability comparison: #i is the least stable of them.


#i
The following is a DFT calculation (ωB97M-V/def2-TZVPD) of a single CH3NOS molecule.

Positions of all 7 atoms, in Å:
S  -1.675  0.511  0.040
O  -2.560  -0.704  0.058
N  -0.073  -0.189  0.012
C  1.223  0.405  0.079
H  1.224  1.396  -0.290
H  2.025  -0.167  0.053
H  -0.164  -1.253  0.048

Its LUMO energy (alpha / beta) is -0.701 / 0.202 eV.


#ii
The following is a DFT calculation (ωB97M-V/def2-TZVPD) of a single CH3NOS molecule.

Positions of all 7 atoms, in Å:
S  -1.599  -0.096  -0.003
O  2.362  -0.113  0.210
N  0.041  0.687  -0.081
C  1.126  -0.246  -0.313
H  0.735  -1.323  -0.599
H  0.360  1.498  0.327
H  -1.457  -1.068  1.093

Its LUMO energy is -0.041 eV. The structure (SMILES) is O=CNS.


#iii
The following is a DFT calculation (ωB97M-V/def2-TZVPD) of 2 unconnected molecules or ions with the total composition CH3NOS.

Positions of all 7 atoms, in Å:
S  1.749  -1.177  -1.458
O  -0.647  -0.403  2.244
N  0.382  -0.964  -1.858
C  -0.344  -0.272  1.087
H  0.610  0.303  0.926
H  2.409  -2.007  -2.430
H  -0.841  -0.624  0.220

Its LUMO energy is -1.222 eV.


#iv
The following is a DFT calculation (ωB97M-V/def2-TZVPD) of 2 unconnected molecules or ions with the total composition CH3NOS.

Positions of all 7 atoms, in Å:
S  0.689  -1.837  -0.820
O  1.834  -1.683  0.060
N  -0.622  -0.635  -0.458
C  -0.461  0.211  0.421
H  0.469  0.248  0.871
H  0.941  -0.826  -1.782
H  -1.421  1.178  1.006

Its LUMO energy is 0.394 eV.


Result of the stability comparison: #iii is the least stable of them.


#i
The following is a DFT calculation (ωB97M-V/def2-TZVPD) of 4 unconnected molecules or ions with the total composition C2H13NO4.

Positions of all 20 atoms, in Å:
O  -1.893  1.495  -2.284
O  -2.218  -1.632  -1.241
O  -0.569  -0.691  1.414
O  0.480  3.003  -0.784
N  1.937  0.356  1.750
C  1.767  -1.122  1.163
C  0.462  -1.037  0.439
H  2.671  0.832  1.272
H  -2.366  1.147  -1.530
H  -2.104  0.880  -2.991
H  0.042  0.046  1.933
H  0.007  -2.059  0.054
H  2.143  0.166  2.746
H  2.659  -1.359  0.451
H  -0.209  2.431  -1.244
H  -2.579  -1.801  -2.122
H  0.711  2.541  0.054
H  1.638  -1.692  2.132
H  -3.048  -1.283  -0.832
H  0.470  -0.221  -0.378

The spin multiplicity is 2. Its LUMO energy (alpha / beta) is 2.840 / 2.994 eV. The charge is -1.


#ii
The following is a DFT calculation (ωB97M-V/def2-TZVPD) of 5 unconnected molecules or ions with the total composition C2H13NO4.

Positions of all 20 atoms, in Å:
O  -0.967  -4.270  1.019
O  1.324  -0.737  0.333
O  -0.370  0.924  2.635
O  -2.958  -0.311  2.614
N  1.184  0.580  -2.220
C  0.566  1.652  -2.832
C  1.072  2.881  -2.802
H  1.993  3.335  -2.443
H  -0.432  1.406  -3.125
H  2.234  -0.980  0.134
H  0.433  0.825  2.109
H  -2.096  0.051  2.855
H  -2.840  -1.222  2.323
H  1.904  0.749  -1.543
H  0.675  -0.268  -2.041
H  -1.044  1.412  2.162
H  0.675  3.713  -3.375
H  -1.548  -3.606  1.434
H  0.907  -1.341  0.971
H  -0.711  -4.791  1.792

The spin multiplicity is 2. Its LUMO energy (alpha / beta) is 3.431 / 3.304 eV. The charge is -1.


Result of the stability comparison: #i is the least stable of them.


#i
The following is a DFT calculation (ωB97M-V/def2-TZVPD) of a molecular structure, C3H3N3O.

Positions of all 10 atoms, in Å:
O  1.224  -0.874  -0.883
N  1.115  0.825  0.661
N  -0.034  -1.262  0.862
N  -0.076  1.439  0.214
C  0.973  -0.505  0.244
C  -1.003  0.632  -0.172
C  -0.944  -0.848  0.035
H  1.895  1.280  0.187
H  -1.942  1.077  -0.482
H  -1.621  -1.544  -0.464

Its LUMO energy is -0.817 eV.


#ii
The following is a DFT calculation (ωB97M-V/def2-TZVPD) of a molecular structure, C3H3N3O.

Positions of all 10 atoms, in Å:
O  0.089  1.735  -0.170
N  2.935  0.478  -0.123
N  2.560  -0.343  0.487
N  -0.319  -0.583  1.312
C  -0.577  0.946  -0.802
C  -1.171  -0.320  -0.408
C  -1.493  -0.865  1.000
H  0.376  -1.208  1.741
H  -0.924  1.178  -1.837
H  -1.476  -1.016  -1.200

Its LUMO energy (alpha / beta) is -1.158 / -1.069 eV.


Result of the stability comparison: #ii is the least stable of them.


#i
The following is a DFT calculation (ωB97M-V/def2-TZVPD) of 2 unconnected molecules or ions with the total composition C3H3N3O.

Positions of all 10 atoms, in Å:
O  -2.367  0.356  1.131
N  2.375  0.114  0.309
N  -0.544  1.004  -0.145
N  0.163  1.883  -0.208
C  0.170  -1.024  -0.017
C  1.370  -0.592  0.121
C  -1.792  0.263  0.094
H  2.925  0.302  -0.528
H  -2.030  -0.299  -0.810
H  -0.270  -2.006  0.055

Its LUMO energy (alpha / beta) is -0.407 / -0.406 eV.


#ii
The following is a DFT calculation (ωB97M-V/def2-TZVPD) of a single C3H3N3O molecule.

Positions of all 10 atoms, in Å:
O  1.428  -0.744  1.211
N  0.411  -0.492  -1.286
N  -0.522  -1.273  -1.143
N  -1.442  -0.658  -0.166
C  1.177  0.370  0.846
C  0.245  0.643  -0.367
C  -1.097  0.511  0.294
H  1.560  1.260  1.371
H  0.499  1.589  -0.847
H  -2.260  -1.206  0.087

Its LUMO energy is -0.047 eV.


#iii
The following is a DFT calculation (ωB97M-V/def2-TZVPD) of a single C3H3N3O molecule.

Positions of all 10 atoms, in Å:
O  2.373  -0.334  -0.108
N  -1.398  -1.056  -0.097
N  -0.135  -0.934  0.208
N  -2.044  0.200  -0.123
C  1.487  0.659  -0.078
C  -1.096  1.087  -0.007
C  0.158  0.347  0.156
H  1.819  -1.115  0.168
H  1.971  1.603  0.032
H  -1.022  2.148  0.323

Its LUMO energy is -1.307 eV. The structure (SMILES) is O/C=C1/C=NN=N1.


#iv
The following is a DFT calculation (ωB97M-V/def2-TZVPD) of 2 unconnected molecules or ions with the total composition C3H3N3O.

Positions of all 10 atoms, in Å:
O  1.249  -0.934  1.667
N  -1.622  -0.568  1.317
N  -1.224  1.435  -0.753
N  -2.510  -0.141  0.825
C  -0.295  0.695  -0.505
C  1.597  -0.700  0.531
C  0.843  0.024  -0.496
H  -1.980  1.021  -1.290
H  2.600  -1.009  0.168
H  1.292  0.179  -1.470

Its LUMO energy is 0.304 eV. The structure (SMILES) is N=C=CC=O.N#N.


Result of the stability comparison: #i is the least stable of them.